Record 1
{
  "formula": "C29H45N5O6P2Sr",
  "method": "ωB97M-V/def2-TZVPD",
  "total_charge": 2,
  "gap_ev": 8.2,
  "e_homo_ev": -13.426,
  "elements": ["Sr", "C", "N", "C", "C", "N", "C", "C", "C", "C", "C", "C", "N", "C", "N", "C", "C", "C", "C", "C", "C", "N", "H", "H", "H", "H", "H", "H", "H", "H", "H", "H", "H", "H", "H", "H", "H", "C", "C", "C", "O", "P", "O", "C", "P", "O", "O", "C", "C", "C", "O", "C", "C", "C", "O", "C", "C", "C", "H", "H", "H", "H", "H", "H", "H", "H", "H", "H", "H", "H", "H", "H", "H", "H", "H", "H", "H", "H", "H", "H", "H", "H", "H", "H", "H", "H", "H", "H"],
  "positions_angstrom": [[0.7501, 0.9528, 0.1252], [0.8169, 2.4859, 3.5261], [1.7564, 1.4127, 3.3083], [3.1541, 1.7437, 3.1468], [3.8030, 1.2370, 1.8967], [3.2363, 1.1253, 0.7168], [4.2553, 0.7188, -0.1497], [4.2372, 0.4971, -1.5261], [5.4158, 0.1094, -2.1320], [6.5973, -0.0541, -1.3918], [6.6359, 0.1827, -0.0321], [5.4439, 0.5766, 0.5640], [5.1153, 0.9144, 1.8677], [0.7221, 3.5190, 2.4281], [0.8233, 3.2897, 1.1392], [0.6606, 4.5318, 0.5203], [0.6839, 4.8786, -0.8291], [0.4916, 6.2056, -1.1523], [0.2836, 7.1775, -0.1606], [0.2631, 6.8496, 1.1796], [0.4558, 5.5090, 1.4920], [0.5089, 4.8269, 2.6994], [1.0778, 3.0127, 4.4494], [-0.1700, 2.0518, 3.7010], [1.4160, 0.5730, 2.8663], [3.7399, 1.3900, 4.0022], [3.2590, 2.8337, 3.1329], [3.3463, 0.6570, -2.1265], [5.4396, -0.0539, -3.2010], [7.5012, -0.3555, -1.9026], [7.5517, 0.0751, 0.5329], [5.7370, 0.9276, 2.6599], [0.8563, 4.1439, -1.6077], [0.5055, 6.5097, -2.1898], [0.1400, 8.2075, -0.4558], [0.1070, 7.6002, 1.9424], [0.4172, 5.2278, 3.6183], [-5.4483, -1.5410, 1.5015], [-4.1107, -0.8565, 1.6109], [-3.2415, -1.3655, 2.7342], [-3.3957, -1.1342, 0.3279], [-2.4355, -0.1181, -0.3450], [-1.7075, 0.8522, 0.5334], [-1.2027, -1.1908, -1.1360], [-0.1966, -2.2376, -0.0291], [0.4139, -1.3558, 1.0115], [0.8232, -2.9687, -0.9640], [2.0363, -2.4017, -1.5434], [1.9225, -2.4967, -3.0480], [3.2186, -3.1515, -0.9733], [-1.1276, -3.3330, 0.5099], [-1.5990, -4.5319, -0.2360], [-0.7818, -5.7096, 0.2332], [-3.0764, -4.6518, 0.0400], [-3.1724, 0.6380, -1.4863], [-4.1988, 0.0348, -2.3653], [-5.4860, 0.7846, -2.1257], [-3.6881, 0.1339, -3.7836], [-6.0285, -1.3410, 2.4022], [-5.3194, -2.6199, 1.4104], [-6.0131, -1.1768, 0.6443], [-4.2315, 0.2266, 1.6715], [-3.0772, -2.4382, 2.6285], [-3.7367, -1.1824, 3.6880], [-2.2760, -0.8598, 2.7421], [-0.6001, -0.6125, -1.8496], [-1.7418, -1.8856, -1.7943], [2.1421, -1.3530, -1.2323], [1.9087, -3.5411, -3.3585], [2.7839, -2.0145, -3.5114], [1.0155, -2.0157, -3.4178], [3.1454, -4.2112, -1.2181], [3.2579, -3.0413, 0.1103], [4.1416, -2.7563, -1.3982], [-1.4160, -4.3381, -1.2959], [-0.9249, -5.8661, 1.3023], [0.2778, -5.5575, 0.0337], [-1.1063, -6.6072, -0.2935], [-3.2481, -4.8149, 1.1046], [-3.4768, -5.5059, -0.5056], [-3.6095, -3.7547, -0.2732], [-4.3095, -1.0113, -2.0676], [-5.3635, 1.8375, -2.3788], [-5.7969, 0.7100, -1.0838], [-6.2756, 0.3669, -2.7503], [-3.5197, 1.1767, -4.0526], [-4.4257, -0.2820, -4.4694], [-2.7570, -0.4201, -3.9127]],
  "lowdin_charge": [1.53, -0.13, -0.05, -0.12, -0.29, 0.02, -0.24, -0.05, -0.07, -0.06, 0.01, -0.17, 0.19, -0.31, 0.02, -0.23, -0.02, -0.07, -0.06, 0.00, -0.17, 0.18, 0.13, 0.14, 0.09, 0.13, 0.14, 0.10, 0.11, 0.12, 0.12, 0.18, 0.10, 0.11, 0.11, 0.12, 0.18, -0.02, -0.39, -0.02, -0.19, 0.42, -0.40, -0.23, 0.42, -0.39, -0.17, -0.44, -0.02, -0.01, -0.15, -0.40, -0.02, -0.03, -0.16, -0.42, -0.02, -0.03, 0.10, 0.09, 0.08, 0.14, 0.09, 0.10, 0.08, 0.07, 0.09, 0.09, 0.10, 0.09, 0.08, 0.10, 0.09, 0.09, 0.14, 0.10, 0.08, 0.10, 0.10, 0.10, 0.07, 0.13, 0.10, 0.08, 0.10, 0.10, 0.10, 0.08]
}

---

Record 2
{
  "formula": "C5H8O",
  "method": "ωB97M-V/def2-TZVPD",
  "smiles": "C1=C2C[C@H]2CO1.[H][H]",
  "gap_ev": 9.1,
  "e_homo_ev": -8.246,
  "elements": ["C", "C", "C", "O", "C", "C", "H", "H", "H", "H", "H", "H", "H", "H"],
  "positions_angstrom": [[-0.5321, -1.4459, 0.0956], [-0.4479, -0.2475, 1.0294], [0.8154, 0.3538, 1.6052], [1.3641, 1.1815, 0.5227], [0.8791, 0.6212, -0.6148], [-0.2350, -0.1066, -0.4495], [0.2698, -2.1815, 0.0727], [-1.5257, -1.8725, -0.0304], [-1.3981, 0.0983, 1.4355], [1.5968, -0.3669, 1.8765], [0.6185, 1.0092, 2.4554], [1.4576, 0.8321, -1.5091], [-1.5718, 1.2016, -3.5997], [-1.3523, 0.9792, -2.9233]],
  "nbo_charge": [-0.37, -0.29, -0.08, -0.49, 0.19, -0.19, 0.22, 0.22, 0.22, 0.18, 0.20, 0.20, -0.02, 0.01]
}

---

Record 3
{
  "formula": "C2H4S3",
  "method": "ωB97M-V/def2-TZVPD",
  "smiles": "CC1(S)SS1",
  "gap_ev": 8.3,
  "e_homo_ev": -8.425,
  "elements": ["C", "C", "S", "S", "S", "H", "H", "H", "H"],
  "positions_angstrom": [[-0.1888, 0.3407, 0.1725], [0.5946, -1.0554, -0.7390], [-1.5324, 1.1385, -0.5910], [0.3917, 1.9143, -0.4897], [-0.1591, 0.1017, 1.9923], [0.4819, -1.9660, -0.0048], [1.5864, -0.6019, -0.7748], [-0.0895, -1.0661, -1.6843], [-1.0848, 1.1941, 2.1188]],
  "nbo_charge": [-0.49, -0.59, 0.15, 0.09, 0.00, 0.22, 0.22, 0.24, 0.16]
}

---

Record 4
{
  "formula": "C21H20AsN2O6OsSSeTe",
  "method": "ωB97M-V/def2-TZVPD",
  "total_charge": 1,
  "spin_multiplicity": 5,
  "gap_ev": [6.1, 5.5],
  "e_homo_ev": [-10.955, -11.203],
  "elements": ["Os", "O", "As", "O", "O", "C", "C", "C", "C", "C", "C", "S", "O", "O", "O", "H", "H", "H", "H", "H", "C", "C", "C", "C", "C", "C", "Te", "C", "C", "C", "H", "H", "H", "H", "H", "H", "H", "H", "H", "H", "H", "Se", "N", "C", "C", "C", "C", "C", "C", "N", "H", "H", "H", "H"],
  "positions_angstrom": [[0.0256, 0.3045, -1.3255], [-0.9015, -3.2211, -3.5984], [-1.4042, -1.6487, -2.9246], [0.2754, -1.0458, -2.7852], [-2.0569, -1.9522, -1.3984], [-2.1092, -0.6412, -4.4448], [-2.5536, -1.4686, -5.4806], [-3.0334, -0.9525, -6.6773], [-3.0263, 0.4252, -6.8193], [-2.5751, 1.2522, -5.7613], [-2.1775, 0.7408, -4.5346], [-1.7444, 1.7305, -3.0714], [-2.4582, 2.9621, -3.1622], [-2.1521, 0.8195, -1.9127], [-0.2521, 1.8130, -2.9784], [-0.5659, -3.7248, -2.8374], [-2.4213, -2.5573, -5.3516], [-3.3038, -1.6332, -7.4856], [-3.3160, 0.9808, -7.7585], [-2.4834, 2.3234, -5.9122], [0.0349, 0.7541, 6.5960], [-0.2581, 0.3574, 5.1832], [-1.3034, 0.8931, 4.4763], [-1.5759, 0.5177, 3.1547], [-2.7002, 1.1145, 2.4021], [-0.7134, -0.4267, 2.5279], [-1.0026, -1.0976, 0.4518], [0.2582, -1.0909, 3.2599], [1.0192, -2.3121, 2.6794], [0.5455, -0.5998, 4.5405], [-0.7168, 0.2962, 7.2556], [0.0387, 1.8356, 6.7011], [0.9885, 0.3323, 6.8625], [-1.9554, 1.6585, 4.9326], [-3.4082, 1.6395, 3.0143], [-3.2603, 0.3289, 1.8965], [-2.3580, 1.8610, 1.6349], [1.5186, -2.1554, 1.7114], [0.2913, -3.1063, 2.6138], [1.7651, -2.6715, 3.3846], [1.4233, -0.9249, 5.1044], [2.5005, 2.0261, -2.3591], [1.7486, 0.9806, -0.9815], [2.7745, 0.7381, -0.0255], [2.6017, 0.1568, 1.2498], [3.8063, -0.0774, 1.9728], [5.0829, 0.2039, 1.4780], [5.2357, 0.7545, 0.2193], [4.1029, 1.1224, -0.5680], [4.2157, 1.7140, -1.7385], [1.6089, 0.1355, 1.7098], [3.7362, -0.4653, 2.9995], [5.9727, -0.0301, 2.0929], [6.2163, 1.0308, -0.2129]],
  "lowdin_spin": [2.16, 0.02, 0.02, 0.28, 0.09, 0.00, 0.00, 0.00, 0.00, 0.00, 0.00, 0.01, 0.00, 0.08, 0.05, 0.00, 0.00, 0.00, 0.00, 0.00, 0.00, 0.00, 0.00, 0.01, 0.02, 0.16, 0.60, 0.03, 0.02, 0.01, 0.00, 0.00, 0.00, 0.00, 0.00, 0.01, 0.00, 0.01, 0.00, 0.00, 0.00, -0.01, -0.08, 0.08, -0.04, 0.10, -0.03, 0.10, 0.00, 0.25, 0.00, 0.01, 0.00, 0.00]
}

---

Record 5
{
  "formula": "C5H7NO",
  "method": "ωB97M-V/def2-TZVPD",
  "smiles": "C[C@H](C#N)/C=C\\O",
  "gap_ev": 10.2,
  "e_homo_ev": -9.469,
  "elements": ["C", "C", "C", "C", "O", "C", "N", "H", "H", "H", "H", "H", "H", "H"],
  "positions_angstrom": [[1.2676, 1.2390, 0.7402], [0.3327, 0.0624, 0.4394], [-0.6169, 0.3753, -0.6970], [-1.7040, -0.3375, -0.9858], [-2.0756, -1.4929, -0.3933], [1.1036, -1.1647, 0.1687], [1.6650, -2.1565, -0.0379], [1.9189, 1.0170, 1.5900], [0.6663, 2.1208, 0.9819], [1.8925, 1.4690, -0.1291], [-0.2569, -0.1512, 1.3426], [-0.4235, 1.2636, -1.2850], [-1.3213, -1.8907, 0.0668], [-2.4100, -0.0216, -1.7495]],
  "nbo_charge": [-0.58, -0.37, -0.33, 0.19, -0.67, 0.28, -0.33, 0.22, 0.22, 0.22, 0.25, 0.22, 0.49, 0.19]
}

---

Record 6
{
  "formula": "FH2NO",
  "method": "ωB97M-V/def2-TZVPD",
  "gap_ev": [9.4, 9.5],
  "e_homo_ev": [-11.227, -11.331],
  "elements": ["N", "O", "F", "H", "H"],
  "positions_angstrom": [[0.3506, 0.0928, -0.0423], [1.0947, -0.8924, -0.0181], [-1.6176, -0.1644, 0.0150], [0.1236, 0.4792, 0.9101], [0.0486, 0.4847, -0.8647]],
  "nbo_charge": [0.05, -0.24, -0.64, 0.42, 0.41]
}

---

Summary of M in g mol⁻¹
709.276, 84.118, 124.255, 900.178, 97.117, 51.020
(order as listed above)
Summary of relative energy (zero: lowest compared OMol25 entry of this formula, charge and spin) in eV
1.4894, 4.3833, 1.7083, 0.0000, 1.1334, 1.4580
(order as listed above)